Entry from the OMol25 dataset: a molecular structure, C33H37IN2O5SSm (ωB97M-V/def2-TZVPD).

The geometry in ORCA input format:
```
! wB97M-V def2-TZVPD RIJCOSX def2/J DEFGRID3
* xyz 1 6
Sm 0.116 -1.130 0.390
C -2.232 1.825 2.636
C -2.240 0.321 2.191
C -1.470 -0.670 2.779
C -0.659 -0.248 3.992
C -1.482 -2.051 2.280
C -0.666 -3.105 3.002
C -2.232 -2.337 1.093
C -2.312 -3.729 0.559
C -2.900 -1.279 0.487
C -3.526 -1.541 -0.901
C -3.180 -0.069 1.138
C -4.466 0.705 0.921
H -2.955 1.966 3.532
H -2.663 2.466 1.864
H -1.177 2.167 2.748
H -1.184 0.591 4.430
H 0.378 0.090 3.756
H -0.505 -1.150 4.692
H -1.245 -3.552 3.835
H 0.273 -2.687 3.388
H -0.409 -4.015 2.417
H -1.766 -3.852 -0.356
H -3.339 -4.134 0.458
H -1.830 -4.407 1.295
H -4.555 -1.886 -0.755
H -2.866 -2.189 -1.439
H -3.607 -0.657 -1.565
H -5.222 -0.062 0.731
H -4.485 1.323 0.040
H -4.644 1.222 1.869
C 2.210 2.240 3.094
C 3.206 1.264 2.520
N 4.507 1.605 2.676
C 5.417 0.959 2.014
C 5.216 -0.158 1.218
C 6.418 -0.699 0.482
O 6.350 -2.115 0.456
C 3.836 -0.586 1.057
C 3.541 -1.500 0.023
N 2.326 -1.688 -0.505
C 2.158 -2.057 -1.845
C 2.576 -1.192 -2.923
C 2.206 -1.551 -4.179
C 1.872 -2.908 -4.497
C 1.706 -3.807 -3.445
C 1.705 -3.343 -2.137
I 1.097 -4.650 -0.530
C 2.825 0.039 1.853
O 1.587 -0.361 1.961
H 1.158 2.179 2.698
H 2.729 3.267 2.973
H 2.085 2.122 4.186
H 6.392 1.385 2.188
H 7.295 -0.269 1.024
H 6.483 -0.266 -0.522
H 7.085 -2.541 -0.034
H 4.309 -2.138 -0.410
H 3.008 -0.249 -2.687
H 2.182 -0.843 -4.985
H 1.790 -3.205 -5.522
H 1.503 -4.873 -3.713
C -4.118 5.140 -3.360
C -3.092 4.194 -2.837
C -3.261 2.847 -3.082
C -2.319 1.906 -2.661
C -1.240 2.371 -1.901
C -0.984 3.780 -1.757
C -1.976 4.622 -2.112
S 0.065 1.178 -1.540
O 1.200 1.651 -2.335
O -0.583 -0.187 -1.833
O 0.419 1.068 -0.097
H -3.882 5.561 -4.377
H -4.347 6.015 -2.729
H -5.049 4.607 -3.526
H -4.088 2.469 -3.671
H -2.504 0.914 -2.992
H -0.074 4.194 -1.362
H -1.893 5.682 -1.822
*
```

## Properties
- HOMO (alpha / beta) (eV) = -10.406 / -10.410
- orbital gap (alpha / beta) (eV) = 6.8 / 7.2

Entry from the OMol25 dataset: a molecular structure, C33H37N2O2PPbS3 (ωB97M-V/def2-TZVPD).

The geometry in ORCA input format:
```
! wB97M-V def2-TZVPD RIJCOSX def2/J DEFGRID3
* xyz 2 1
Pb 0.271 -0.628 0.368
C -3.103 3.556 1.495
C -2.194 4.700 1.110
C -2.587 6.002 1.415
C -1.807 7.092 1.067
C -0.603 6.903 0.401
C -0.193 5.618 0.092
C -0.977 4.515 0.437
P -0.449 2.813 0.045
C 1.333 2.879 -0.340
C 1.845 2.349 -1.528
C 3.213 2.298 -1.758
C 4.079 2.800 -0.800
C 3.574 3.299 0.391
C 2.209 3.317 0.661
C 1.733 3.792 2.010
C -1.179 2.784 -1.688
C -0.852 3.727 -2.631
C -1.378 3.665 -3.926
C -2.272 2.663 -4.345
C -2.649 1.721 -3.440
C -2.144 1.773 -2.086
C -2.688 0.926 -1.184
H -3.836 3.880 2.230
H -2.548 2.717 1.920
H -3.662 3.188 0.628
H -3.520 6.158 1.940
H -2.134 8.091 1.324
H 0.016 7.750 0.135
H 0.764 5.470 -0.397
H 1.182 1.961 -2.292
H 3.594 1.874 -2.677
H 5.148 2.790 -0.971
H 4.258 3.663 1.148
H 2.514 3.643 2.754
H 0.844 3.251 2.348
H 1.480 4.854 2.004
H -0.161 4.522 -2.384
H -1.073 4.419 -4.643
H -2.650 2.654 -5.357
H -3.359 0.947 -3.703
H -3.410 0.179 -1.495
H -2.432 0.993 -0.131
C 0.194 -3.036 3.523
C -0.450 -1.719 3.940
S -1.512 -0.893 2.734
C -2.813 -2.092 2.339
C -2.511 -3.312 1.466
S -1.625 -2.974 -0.083
C -0.364 -4.276 -0.134
C 0.508 -4.467 1.111
S 1.116 -2.980 1.958
H -0.540 -3.834 3.466
H 0.911 -3.313 4.296
H 0.310 -0.968 4.163
H -1.034 -1.875 4.848
H -3.590 -1.481 1.877
H -3.218 -2.437 3.293
H -3.465 -3.764 1.195
H -1.946 -4.062 2.011
H 0.248 -4.008 -0.996
H -0.857 -5.220 -0.364
H 1.399 -5.018 0.808
H 0.006 -5.077 1.859
O 2.215 -1.468 -0.532
N 3.332 -1.177 0.030
N 3.227 -0.451 1.062
O 2.080 0.030 1.511
C 4.432 -0.097 1.796
C 4.303 0.740 2.886
C 5.446 1.107 3.584
C 6.688 0.633 3.191
C 6.788 -0.226 2.103
C 5.659 -0.600 1.394
H 3.325 1.086 3.186
H 5.361 1.766 4.438
H 7.577 0.926 3.732
H 7.752 -0.619 1.807
H 5.731 -1.264 0.546
*
```

## Properties
- HOMO (eV) = -13.162
- orbital gap (eV) = 5.1
- relative energy (zero: lowest compared OMol25 entry of this formula, charge and spin) (kcal/mol) = 0.00

Entry from the OMol25 dataset: a molecular structure, C33H38BN9O2PtS3 (ωB97M-V/def2-TZVPD).

The geometry in ORCA input format:
```
! wB97M-V def2-TZVPD RIJCOSX def2/J DEFGRID3
* xyz 3 6
Pt -0.068 0.186 0.336
C 2.222 0.206 -3.339
C 1.365 -0.465 -2.477
N 1.418 0.092 -1.264
N 2.285 1.127 -1.325
C 2.785 1.208 -2.567
B 2.679 2.013 -0.091
N 1.466 2.924 0.260
C 1.281 4.249 0.221
C -0.061 4.521 0.432
C -0.646 3.279 0.587
N 0.282 2.314 0.522
N 2.880 1.047 1.117
C 3.971 0.859 1.877
C 3.791 -0.275 2.641
C 2.531 -0.734 2.277
N 1.970 0.087 1.384
N 3.936 2.744 -0.426
C 5.182 2.211 -0.634
C 5.952 3.164 -1.229
C 5.089 4.271 -1.378
N 3.880 4.019 -0.916
H 2.431 -0.020 -4.371
H 0.749 -1.330 -2.659
H 3.521 1.956 -2.818
H 2.111 4.900 0.004
H -0.541 5.484 0.436
H -1.689 3.033 0.682
H 4.810 1.532 1.819
H 4.488 -0.723 3.328
H 2.049 -1.645 2.584
H 5.424 1.191 -0.381
H 6.986 3.086 -1.516
H 5.309 5.240 -1.798
C 0.046 -0.426 4.311
C -0.263 -1.802 3.681
S -0.432 -1.932 1.861
C -2.216 -2.162 1.691
C -3.033 -1.000 2.212
S -2.630 0.545 1.359
C -2.800 1.701 2.748
C -1.531 1.836 3.613
S -1.404 0.506 4.789
H 0.669 0.202 3.677
H 0.560 -0.593 5.264
H -1.149 -2.266 4.118
H 0.573 -2.454 3.929
H -2.484 -3.084 2.210
H -2.368 -2.311 0.624
H -2.862 -0.856 3.285
H -4.100 -1.191 2.092
H -3.673 1.396 3.328
H -3.034 2.681 2.338
H -1.609 2.741 4.230
H -0.621 1.881 3.017
C -3.084 -7.511 -2.501
C -3.616 -6.155 -2.875
C -4.904 -6.038 -3.414
C -5.443 -4.807 -3.810
C -4.693 -3.674 -3.692
C -3.374 -3.767 -3.167
N -2.618 -2.647 -3.027
C -2.721 -1.445 -3.737
C -3.196 -1.447 -5.048
C -3.258 -0.268 -5.773
C -2.821 0.921 -5.210
C -2.306 0.922 -3.921
C -2.245 -0.245 -3.170
C -1.637 -0.148 -1.824
O -1.291 0.981 -1.384
O -1.390 -1.179 -1.097
C -2.833 -5.020 -2.736
C -1.424 -5.153 -2.227
H -3.866 -8.266 -2.555
H -2.673 -7.521 -1.491
H -2.282 -7.814 -3.178
H -5.507 -6.932 -3.516
H -6.455 -4.753 -4.188
H -5.109 -2.707 -3.934
H -1.898 -2.647 -2.310
H -3.468 -2.384 -5.515
H -3.625 -0.288 -6.790
H -2.855 1.839 -5.780
H -1.939 1.839 -3.483
H -0.879 -4.214 -2.159
H -0.850 -5.796 -2.899
H -1.403 -5.637 -1.250
*
```

## Properties
- HOMO (alpha / beta) (eV) = -15.290 / -15.289
- orbital gap (alpha / beta) (eV) = 8.2 / 2.9
- relative energy (zero: lowest compared OMol25 entry of this formula, charge and spin) (kcal/mol) = 7.97